No. 1
Density functional theory data (ωB97M-V with the def2-TZVPD basis set) for a cluster of 11 separate species, C67H149N7O11 in total at a distorted geometry.

XYZ file:
```
234
C67H149N7O11 | the Open Molecules 2025 dataset | ωB97M-V with the def2-TZVPD basis set
C -1.300 1.588 2.763
C -0.470 0.859 1.648
C -0.561 1.696 0.358
C 0.365 2.903 0.335
C 1.788 2.456 0.502
C 1.937 1.741 1.849
N 0.979 0.616 1.865
O 1.174 -0.030 3.161
C 3.401 1.181 1.859
C 1.764 2.769 3.002
C -1.020 -0.542 1.389
H -2.354 1.323 2.511
H -1.207 2.644 2.871
H -1.027 1.191 3.769
H -0.324 0.915 -0.385
H -1.538 2.016 0.135
H 0.173 3.646 1.163
H 0.230 3.457 -0.612
H 2.555 3.178 0.484
H 2.011 1.800 -0.366
H 3.603 0.365 1.205
H 4.001 2.064 1.705
H 3.595 0.852 2.895
H 1.469 2.258 3.881
H 2.658 3.265 3.254
H 1.047 3.580 2.831
H -1.382 -1.079 2.289
H -0.192 -1.144 0.975
H -1.834 -0.443 0.642
H 1.297 -0.906 2.849
C -6.991 -3.289 2.505
C -6.280 -2.111 3.068
C -7.096 -0.845 2.886
C -8.290 -0.857 3.840
C -7.894 -1.023 5.287
C -7.033 -2.314 5.538
N -5.954 -2.192 4.518
O -5.109 -3.397 4.637
C -6.356 -2.417 6.924
C -7.848 -3.609 5.345
C -4.955 -1.956 2.301
H -6.810 -3.291 1.385
H -8.053 -3.242 2.693
H -6.600 -4.232 2.977
H -6.471 0.061 3.075
H -7.507 -0.749 1.880
H -9.052 -1.553 3.590
H -8.862 0.097 3.831
H -8.775 -1.105 5.977
H -7.280 -0.130 5.587
H -5.472 -1.766 6.904
H -6.998 -2.056 7.711
H -6.198 -3.469 7.040
H -8.669 -3.458 4.640
H -7.184 -4.363 4.966
H -8.073 -3.964 6.362
H -4.386 -1.135 2.692
H -5.205 -1.688 1.253
H -4.314 -2.849 2.387
H -4.372 -3.067 5.175
C 2.375 -1.934 -1.397
C 3.298 -2.845 -0.637
C 4.726 -2.782 -1.179
C 5.826 -3.142 -0.153
C 5.307 -3.857 1.093
C 4.245 -2.972 1.762
N 3.400 -2.397 0.737
O 2.148 -2.068 1.341
C 3.518 -3.934 2.716
C 4.836 -1.811 2.625
C 2.761 -4.239 -0.905
H 2.434 -0.879 -1.160
H 1.334 -2.339 -1.454
H 2.600 -2.000 -2.438
H 4.763 -3.473 -1.954
H 4.907 -1.792 -1.558
H 6.211 -2.162 0.240
H 6.669 -3.557 -0.594
H 6.178 -4.023 1.689
H 4.830 -4.859 0.849
H 4.286 -4.271 3.514
H 2.616 -3.476 3.193
H 3.129 -4.883 2.261
H 5.281 -0.902 2.099
H 4.037 -1.386 3.272
H 5.691 -2.157 3.313
H 3.481 -5.044 -0.688
H 2.467 -4.271 -1.932
H 1.871 -4.474 -0.331
H 1.984 -1.154 1.080
C 6.234 0.698 -4.469
C 4.681 0.443 -4.656
C 4.032 0.067 -3.348
C 4.078 1.215 -2.330
C 3.329 2.380 -2.907
C 3.897 2.862 -4.269
N 3.876 1.564 -5.075
O 4.275 1.917 -6.433
C 2.956 3.839 -4.854
C 5.279 3.599 -4.106
C 4.461 -0.685 -5.692
H 6.661 1.082 -5.432
H 6.765 -0.228 -4.217
H 6.396 1.403 -3.667
H 3.106 -0.389 -3.589
H 4.651 -0.782 -3.045
H 5.081 1.441 -1.986
H 3.602 0.991 -1.365
H 3.243 3.159 -2.089
H 2.314 2.132 -2.999
H 2.019 3.364 -5.175
H 2.584 4.669 -4.195
H 3.401 4.302 -5.756
H 5.783 3.306 -3.181
H 5.855 3.254 -4.936
H 5.223 4.724 -4.061
H 4.717 -1.595 -5.087
H 5.136 -0.611 -6.560
H 3.394 -0.772 -6.015
H 3.759 1.415 -7.038
C -2.704 -5.473 0.490
C -3.129 -5.501 -1.016
C -2.224 -4.494 -1.784
C -0.823 -5.020 -1.951
C -0.865 -6.357 -2.650
C -1.689 -7.454 -1.951
N -3.038 -6.814 -1.674
O -3.901 -7.697 -0.932
C -1.937 -8.545 -2.966
C -0.987 -8.037 -0.706
C -4.547 -5.137 -1.140
H -3.115 -6.380 0.885
H -3.196 -4.658 1.010
H -1.549 -5.568 0.450
H -2.606 -4.130 -2.698
H -2.120 -3.571 -1.196
H -0.231 -5.143 -1.007
H -0.286 -4.312 -2.546
H 0.117 -6.780 -2.772
H -1.356 -6.220 -3.559
H -2.645 -8.247 -3.717
H -0.919 -8.891 -3.298
H -2.422 -9.401 -2.407
H -1.674 -8.678 -0.076
H -0.160 -8.599 -1.036
H -0.528 -7.219 -0.090
H -4.777 -4.090 -1.259
H -5.021 -5.452 -0.206
H -5.011 -5.703 -1.938
H -4.645 -7.898 -1.489
C 2.973 7.888 -4.543
C 2.594 7.774 -3.072
C 1.181 7.244 -3.007
C 0.824 6.827 -1.613
C 1.892 5.862 -1.027
C 3.232 6.545 -0.957
N 3.505 6.874 -2.347
O 4.859 7.359 -2.477
C 3.265 7.666 0.164
C 4.283 5.535 -0.447
C 2.687 9.213 -2.475
H 2.937 6.956 -5.104
H 4.007 8.159 -4.497
H 2.421 8.745 -4.948
H 0.553 7.969 -3.450
H 1.094 6.297 -3.536
H -0.161 6.321 -1.553
H 0.604 7.707 -0.991
H 1.952 4.955 -1.790
H 1.625 5.496 -0.046
H 2.308 8.198 0.347
H 3.451 7.164 1.176
H 4.014 8.410 0.028
H 5.202 6.005 -0.093
H 3.846 4.860 0.294
H 4.546 4.958 -1.337
H 2.121 9.886 -3.076
H 3.777 9.471 -2.588
H 2.361 9.313 -1.443
H 5.259 6.692 -3.092
C -4.075 -0.507 -3.844
C -2.668 0.100 -3.450
C -1.594 -0.917 -3.502
C -0.141 -0.348 -3.458
C 0.037 0.679 -4.578
C -1.067 1.784 -4.457
N -2.362 1.091 -4.529
O -3.485 1.906 -4.651
C -0.877 2.792 -3.279
C -1.036 2.560 -5.794
C -2.846 0.654 -2.030
H -4.832 0.233 -3.750
H -4.137 -1.290 -3.158
H -4.200 -1.054 -4.820
H -1.735 -1.619 -2.707
H -1.651 -1.476 -4.455
H 0.532 -1.202 -3.611
H 0.037 0.070 -2.431
H -0.022 0.157 -5.571
H 1.044 1.093 -4.658
H -1.703 3.520 -3.241
H -0.838 2.361 -2.283
H 0.005 3.353 -3.507
H -0.010 2.889 -5.942
H -1.228 1.797 -6.616
H -1.776 3.362 -5.929
H -3.479 1.554 -2.088
H -1.931 0.922 -1.525
H -3.361 -0.106 -1.410
H -3.668 2.097 -5.594
C -2.020 -2.512 5.506
O -3.280 -2.289 6.091
H -1.826 -1.692 4.833
H -1.224 -2.597 6.213
H -2.168 -3.501 5.120
H -3.296 -1.309 6.246
C -1.117 2.835 8.221
O -0.910 2.164 6.968
H -1.116 2.103 9.053
H -0.328 3.522 8.414
H -2.068 3.386 8.196
H -0.071 1.704 6.951
C 2.811 0.335 6.113
O 1.433 0.064 6.421
H 3.083 1.358 6.370
H 3.465 -0.416 6.645
H 3.064 0.147 5.010
H 1.074 -0.352 5.617
C -4.036 1.381 5.658
O -3.107 0.586 6.376
H -4.452 0.774 4.842
H -4.899 1.610 6.262
H -3.628 2.328 5.307
H -2.287 1.101 6.485
```

For the highest occupied orbital energy, the calculation gives -8.01 eV. The lowest unoccupied orbital energy comes out at 0.44 eV. Its frontier orbital gap is 8.445 eV. The maximum force comes out at 0.0619 hartree/bohr.


No. 2
Density functional theory data (ωB97M-V with the def2-TZVPD basis set) for a cluster of 2 separate species, C20H22F2NO in total at a distorted geometry.

XYZ file:
```
46
C20H22F2NO | the Open Molecules 2025 dataset | ωB97M-V with the def2-TZVPD basis set
C -2.086 -0.144 3.079
N -0.850 -0.125 2.309
C -0.141 -1.423 2.406
C 1.267 -1.285 2.980
O 1.898 -0.091 2.540
C 1.240 1.091 2.970
C -0.172 1.170 2.412
H -2.278 0.846 3.519
H -2.928 -0.396 2.401
H -2.048 -0.867 3.915
H -0.681 -2.087 3.102
H -0.111 -1.924 1.416
H 1.188 -1.320 4.093
H 1.917 -2.089 2.596
H 1.181 1.155 4.084
H 1.852 1.904 2.547
H -0.172 1.678 1.429
H -0.743 1.799 3.110
F -0.390 1.103 -6.354
C -0.254 0.020 -5.513
C 0.351 -1.132 -5.993
C 0.414 -2.252 -5.157
C -0.112 -2.192 -3.875
C -0.735 -1.008 -3.383
C -1.171 -0.941 -2.016
C -1.561 0.229 -1.343
C -2.338 0.212 -0.181
C -3.178 1.316 0.197
C -2.792 2.637 -0.152
C -3.647 3.687 0.168
F -3.301 4.956 -0.241
C -4.836 3.524 0.870
C -5.222 2.215 1.215
C -4.400 1.141 0.900
C -0.817 0.132 -4.242
H 0.710 -1.174 -7.017
H 0.859 -3.181 -5.515
H -0.072 -3.058 -3.204
H -1.140 -1.884 -1.460
H -1.291 1.188 -1.787
H -2.524 -0.745 0.313
H -1.867 2.817 -0.699
H -5.475 4.383 1.080
H -6.131 2.060 1.804
H -4.685 0.129 1.215
H -1.309 1.040 -3.906
```

For the highest occupied orbital energy, the calculation gives -11.17 eV. The lowest unoccupied orbital energy comes out at -5.80 eV. Its frontier orbital gap is 5.373 eV. As for the charge: +1. The relative energy (zero: lowest compared OMol25 entry of this formula, charge and spin) comes out at 162.5 kJ/mol. The maximum force comes out at 0.0316 hartree/bohr.


No. 3
Density functional theory data (ωB97M-V with the def2-TZVPD basis set) for a cluster of 2 separate species, C6H12N2 in total at a distorted geometry.

XYZ file:
```
20
C6H12N2 | the Open Molecules 2025 dataset | ωB97M-V with the def2-TZVPD basis set
C -1.108 -2.790 -1.633
C -2.057 -1.623 -1.854
H -0.080 -2.546 -1.807
H -0.908 -3.078 -0.592
H -1.415 -3.605 -2.211
H -3.099 -1.923 -2.152
H -1.810 -1.026 -2.720
H -2.222 -1.296 -0.775
C 0.931 1.760 3.010
C 1.333 0.257 -0.194
C 1.273 1.443 1.637
C 0.937 2.335 0.588
N 1.631 0.140 1.099
N 0.917 1.579 -0.573
H 1.421 -0.482 -1.006
H 1.125 1.930 -1.519
H 0.696 3.333 0.656
H 0.861 0.762 3.602
H -0.096 2.254 2.970
H 1.672 2.577 3.474
```

For the highest occupied orbital energy (spin up / spin down), the calculation gives -13.98 / -13.98 eV. Its expectation value of S² is 0.76. As for the spin multiplicity: 2. The lowest unoccupied orbital energy (spin up / spin down) comes out at -4.30 / -7.98 eV. Its frontier orbital gap (spin up / spin down) is 9.680 / 6.001 eV. As for the charge: +1. The relative energy (zero: lowest compared OMol25 entry of this formula, charge and spin) comes out at 176.8 kJ/mol. The maximum force comes out at 0.0875 hartree/bohr.


No. 4
Density functional theory data (ωB97M-V with the def2-TZVPD basis set) for a cluster of 2 separate species, C5H17N3O in total at a distorted geometry.

XYZ file:
```
26
C5H17N3O | the Open Molecules 2025 dataset | ωB97M-V with the def2-TZVPD basis set
C 1.576 0.144 -0.576
N 2.091 0.734 0.655
C 1.153 1.455 1.485
C 0.429 -0.917 -0.276
C 0.861 -2.312 -0.793
N -0.853 -0.572 -0.885
C -2.010 -0.785 0.006
N -2.447 0.364 0.748
H 2.358 -0.417 -1.084
H 1.213 0.889 -1.285
H 2.501 -0.013 1.197
H 0.130 1.572 1.119
H 1.045 1.044 2.494
H 1.437 2.515 1.577
H 0.382 -0.978 0.806
H 0.943 -3.101 -0.041
H 1.907 -2.305 -1.119
H 0.205 -2.670 -1.579
H -0.913 -0.793 -1.864
H -2.849 -0.963 -0.671
H -1.750 -1.568 0.722
H -1.960 0.759 1.526
H -2.974 1.043 0.228
H -1.251 1.643 -0.826
H -0.169 2.665 -0.960
O -1.054 2.568 -0.605
```

For the highest occupied orbital energy, the calculation gives -8.32 eV. The lowest unoccupied orbital energy comes out at 0.91 eV. Its frontier orbital gap is 9.233 eV. The relative energy (zero: lowest compared OMol25 entry of this formula, charge and spin) comes out at 171.5 kJ/mol. The maximum force comes out at 0.0384 hartree/bohr.


No. 5
Density functional theory data (ωB97M-V with the def2-TZVPD basis set) for a cluster of 2 separate species, C4H14N in total at a distorted geometry.

XYZ file:
```
19
C4H14N | the Open Molecules 2025 dataset | ωB97M-V with the def2-TZVPD basis set
C -1.748 2.241 0.391
C -2.259 1.009 -0.365
H -1.360 3.129 -0.113
H -2.395 2.684 1.143
H -0.924 1.912 1.043
H -2.195 0.961 -1.448
H -1.520 0.241 -0.116
H -3.202 0.653 0.037
C 1.088 -1.664 -0.255
C 1.166 -1.065 1.162
N 2.018 -0.850 -1.122
H 1.278 -2.725 -0.376
H 0.049 -1.558 -0.567
H 2.188 -0.847 1.466
H 0.899 -1.873 1.855
H 2.771 -0.454 -0.590
H 2.275 -1.337 -1.981
H 1.465 -0.126 -1.570
H 0.405 -0.331 1.405
```

For the highest occupied orbital energy, the calculation gives -14.50 eV. The lowest unoccupied orbital energy comes out at -3.86 eV. Its frontier orbital gap is 10.638 eV. As for the charge: +1. The relative energy (zero: lowest compared OMol25 entry of this formula, charge and spin) comes out at 121.6 kJ/mol. The maximum force comes out at 0.0525 hartree/bohr.


No. 6
Density functional theory data (ωB97M-V with the def2-TZVPD basis set) for an isolated molecule of C8H10BClO2 at a distorted geometry.

XYZ file:
```
22
C8H10BClO2 | the Open Molecules 2025 dataset | ωB97M-V with the def2-TZVPD basis set
Cl 3.924 1.570 -1.939
O -0.951 -2.517 1.568
O -1.063 -2.245 -0.832
B -1.312 -1.833 0.428
C 1.345 2.122 -1.336
C 2.234 0.125 -0.414
C 0.196 1.892 -0.613
C 1.041 -0.104 0.240
C 2.390 1.236 -1.228
C -0.001 0.810 0.222
C -2.087 -0.469 0.574
C -1.244 0.679 1.055
H -0.701 -3.469 1.540
H -0.433 -2.963 -1.004
H 1.401 2.888 -2.079
H 3.067 -0.556 -0.239
H -0.612 2.600 -0.694
H 0.939 -0.964 0.867
H -2.956 -0.647 1.229
H -2.444 -0.278 -0.434
H -0.934 0.499 2.085
H -1.800 1.624 1.003
```

For the highest occupied orbital energy, the calculation gives -8.85 eV. The lowest unoccupied orbital energy comes out at 0.23 eV. Its frontier orbital gap is 9.086 eV. The relative energy (zero: lowest compared OMol25 entry of this formula, charge and spin) comes out at 4.2 kJ/mol. The maximum force comes out at 0.0263 hartree/bohr.


Q: maximum force of number 2 (C20H22F2NO)?
A: 0.0316 hartree/bohr


Q: Which value of maximum force does entry 2 give?
A: 0.0316 hartree/bohr


Repeat the sixth record exactly.
Density functional theory data (ωB97M-V with the def2-TZVPD basis set) for an isolated molecule of C8H10BClO2 at a distorted geometry.

XYZ file:
```
22
C8H10BClO2 | the Open Molecules 2025 dataset | ωB97M-V with the def2-TZVPD basis set
Cl 3.924 1.570 -1.939
O -0.951 -2.517 1.568
O -1.063 -2.245 -0.832
B -1.312 -1.833 0.428
C 1.345 2.122 -1.336
C 2.234 0.125 -0.414
C 0.196 1.892 -0.613
C 1.041 -0.104 0.240
C 2.390 1.236 -1.228
C -0.001 0.810 0.222
C -2.087 -0.469 0.574
C -1.244 0.679 1.055
H -0.701 -3.469 1.540
H -0.433 -2.963 -1.004
H 1.401 2.888 -2.079
H 3.067 -0.556 -0.239
H -0.612 2.600 -0.694
H 0.939 -0.964 0.867
H -2.956 -0.647 1.229
H -2.444 -0.278 -0.434
H -0.934 0.499 2.085
H -1.800 1.624 1.003
```

For the highest occupied orbital energy, the calculation gives -8.85 eV. The lowest unoccupied orbital energy comes out at 0.23 eV. Its frontier orbital gap is 9.086 eV. The relative energy (zero: lowest compared OMol25 entry of this formula, charge and spin) comes out at 4.2 kJ/mol. The maximum force comes out at 0.0263 hartree/bohr.


Q: The lowest maximum force belongs to which entry?
A: C8H10BClO2